Record 1
Molecular formula: C18H14BeF5IN2
Method: DFT, ωB97M-V with the def2-TZVPD basis set

XYZ file:
```
41
Properties=species:S:1:pos:R:3:forces:R:3:nbo_charge:R:1
C -0.10368 -2.15568 -1.83718 0.5 -0.8 -0.1 -0.82
C -2.56694 -1.26235 -0.67627 -1.0 -0.5 0.6 -0.83
H 0.09049 -2.09365 -2.91213 -0.2 -0.1 0.2 0.22
H -0.88468 -2.86535 -1.56338 0.1 0.1 -0.2 0.21
H 0.82852 -2.39835 -1.31476 -0.2 0.2 0.0 0.22
H -3.30205 -0.49045 -0.40762 0.2 -0.3 -0.3 0.22
H -2.86377 -1.85742 -1.54782 0.0 0.3 0.3 0.21
H -2.37183 -1.89456 0.20294 0.1 0.2 -0.4 0.22
C 2.95969 1.03494 -0.74446 0.6 0.9 0.0 0.09
C 3.94973 1.90430 -1.18498 -0.5 -1.3 -0.3 -0.31
C 4.01247 3.19564 -0.64258 -0.5 0.9 1.1 -0.19
C 3.06273 3.59041 0.30682 1.0 0.0 -0.7 -0.21
H 2.82910 0.04457 -1.16982 0.2 0.1 0.2 0.21
H 4.66375 1.56735 -1.94593 -0.4 0.2 0.4 0.23
H 4.79895 3.88446 -0.96123 -0.3 -0.2 0.2 0.22
H 3.10154 4.56635 0.79202 0.0 -0.2 -0.4 0.22
N 2.07645 1.39952 0.21910 -0.4 -0.2 -0.1 -0.79
C 2.05797 2.69297 0.68208 -1.1 0.8 1.0 0.12
C 0.87424 3.01422 1.49925 1.5 -0.4 -1.0 0.11
N 0.02134 1.95208 1.63142 -0.3 -0.7 -0.4 -0.78
C -1.23176 2.13784 2.10938 0.0 1.1 0.2 0.07
C -0.72978 4.44445 2.57152 1.3 0.3 -0.1 -0.19
C -1.63585 3.37490 2.59104 -0.4 -1.2 -0.3 -0.31
H -1.91951 1.30105 2.05075 0.3 0.0 0.2 0.22
H -2.63960 3.48228 2.99884 0.3 0.0 -0.2 0.22
C 0.53721 4.25777 2.02960 -0.6 0.5 0.6 -0.21
H 1.30809 5.02218 2.04901 -0.4 0.1 -0.1 0.22
H -1.01077 5.40618 2.99182 0.1 -0.1 -0.1 0.22
Be 0.87589 0.63823 1.07196 -0.2 -0.4 -0.1 1.57
I -0.73894 -0.13873 -1.20244 0.4 1.0 -0.1 0.43
F -1.20874 -0.79227 2.70443 0.7 -0.1 0.3 -0.35
C 0.04249 -1.35359 2.77140 -0.3 -0.7 -0.1 0.39
C 1.05518 -0.85463 1.96683 -0.3 -0.4 -0.2 -0.78
C 2.20053 -1.63319 1.91364 0.0 -0.6 0.0 0.39
F 3.17278 -1.34493 1.00015 -0.2 0.0 0.6 -0.34
C 2.37866 -2.79431 2.67321 0.1 0.3 -0.1 0.24
F 3.53678 -3.47898 2.63302 -0.4 0.2 0.0 -0.30
C 1.35296 -3.22208 3.51214 0.3 0.3 0.5 0.28
F 1.57185 -4.22343 4.38361 -0.2 0.2 -0.6 -0.29
C 0.15807 -2.51172 3.55217 -0.1 0.4 0.0 0.24
F -0.83208 -2.91330 4.37446 0.4 0.1 -0.4 -0.30
```
Positions in Å, forces in eV/Å.

Summary:
HOMO level (spin up / spin down): -0.2221 / -0.2001 Ha
spin multiplicity: 1
E_LUMO (spin up / spin down): -0.2 / -0.1 eV

***

Record 2
Molecular formula: C18H14Cl2N2O2S
Method: DFT, ωB97M-V with the def2-TZVPD basis set

XYZ file:
```
39
Properties=species:S:1:pos:R:3:forces:R:3:nbo_charge:R:1
C -2.91579 -3.77050 1.07684 3.2 -5.8 -4.9 -0.25
H -3.61835 -3.90255 0.19622 0.6 0.4 1.4 0.20
H -2.71444 -4.92158 1.49266 -0.3 3.5 -0.9 0.22
H -3.17699 -3.10009 1.77127 -0.7 2.5 2.5 0.18
O -1.51542 -3.40116 0.33007 -3.7 -0.1 2.2 -0.47
C -1.42512 -2.10109 -0.03680 6.6 -10.0 1.2 0.19
C -0.25560 -1.71686 -0.43428 10.1 -3.5 -1.5 -0.05
C 0.30104 -0.63194 -1.14548 -3.5 1.0 0.5 0.58
O 1.34367 -0.29596 -1.65572 -0.5 -0.7 0.2 -0.60
N -0.93437 0.23233 -1.15725 2.9 -0.6 1.2 -0.22
N -2.02595 -0.05009 -0.51413 0.7 8.5 -4.3 -0.15
C -2.20392 -1.16099 -0.13753 -15.3 -0.4 2.8 -0.05
H -3.39075 -1.35049 -0.08516 2.3 0.1 1.0 0.18
C -0.78461 1.51121 -1.59659 -0.1 2.8 -3.7 0.09
C -1.73216 2.01791 -2.54953 -3.7 0.4 2.4 -0.18
C -1.84262 3.39577 -2.96814 4.5 -7.6 3.7 -0.19
C -0.76101 4.10619 -2.90745 7.2 3.0 4.6 -0.23
C 0.32406 3.66686 -2.00361 1.8 -3.5 -0.1 -0.17
C 0.39614 2.19458 -1.40855 -4.8 7.1 -4.7 -0.14
H 1.06433 2.00597 -0.72078 3.6 -1.2 3.1 0.20
H 1.35962 4.23741 -1.86788 -2.7 -0.9 -0.4 0.22
H -0.60623 5.17802 -3.05199 -0.7 -0.3 -0.9 0.22
H -2.54825 3.64808 -3.50437 -7.4 2.5 -4.9 0.19
H -2.79431 1.48634 -2.48630 2.5 0.7 -0.6 0.21
S 1.45408 -3.17618 -0.22521 -7.2 -1.7 -1.8 0.21
C 2.62185 -2.12157 0.18327 -1.2 8.3 -3.1 -0.69
C 2.18307 -0.96352 1.05101 0.7 -2.2 6.1 0.07
C 1.69457 -1.45903 2.48390 -0.6 8.4 -4.1 -0.18
C 1.14452 -0.30195 3.33382 0.3 -11.6 2.0 -0.22
C 1.42114 0.92236 3.05857 2.7 5.1 -2.0 -0.15
C 2.27507 1.24025 1.96113 -0.4 0.9 -2.7 0.05
C 2.66571 0.33935 0.89519 -6.7 -2.8 11.1 -0.23
H 3.06758 0.58514 0.11591 4.6 3.2 -8.4 0.20
Cl 2.51085 3.00760 1.47645 0.0 -1.7 0.9 -0.05
Cl 0.99497 2.17424 4.15063 -0.3 0.4 0.3 0.04
H 0.75648 -0.78108 4.37548 0.5 2.1 -2.5 0.25
H 1.50248 -2.47001 2.46010 -0.7 -2.1 0.9 0.22
H 3.14827 -2.70477 0.72621 5.1 -3.4 3.4 0.24
H 3.01643 -1.56822 -0.68198 0.9 -1.0 0.1 0.24
```
Positions in Å, forces in eV/Å.

Summary:
HOMO level: -0.3090 Ha
spin multiplicity: 1
E_LUMO: -0.3 eV

***

Record 3
Molecular formula: C18H14Cl5N4O3S2V
Method: DFT, ωB97M-V with the def2-TZVPD basis set

XYZ file:
```
47
Properties=species:S:1:pos:R:3:forces:R:3:nbo_charge:R:1
V 0.10265 -0.23304 1.51039 -0.4 -1.6 -1.0 1.31
N -2.64741 -1.08503 -1.25280 0.2 0.1 0.0 -0.74
C -1.82620 -1.11454 -0.21664 -0.6 -0.4 0.0 0.72
O -0.78470 -0.42208 -0.19369 -0.6 0.1 -1.2 -0.64
C -2.11191 -1.97081 0.98556 0.2 0.0 0.0 -0.53
C -0.78206 -2.10243 1.73806 -0.2 0.1 0.1 -0.65
H -2.41831 -0.50859 -2.04819 0.0 0.0 0.0 0.43
H -3.47246 -1.65675 -1.29542 0.0 -0.1 0.1 0.42
H -2.53271 -2.93151 0.67984 0.0 0.0 0.0 0.25
H -2.86136 -1.46652 1.60056 0.0 0.1 -0.1 0.26
H -0.17340 -2.88469 1.29177 0.1 0.1 0.0 0.23
H -0.92908 -2.31886 2.79601 0.0 0.0 0.0 0.24
Cl 2.38995 -2.14034 0.97701 0.2 -0.6 0.0 0.11
C 2.81326 -0.53477 0.54225 -0.2 0.5 0.0 -0.05
C 1.76628 0.35305 0.65570 1.0 0.5 -0.3 -0.31
C 1.99636 1.68948 0.38808 0.2 -0.4 -0.1 -0.05
Cl 0.63686 2.73913 0.52178 0.0 0.5 -0.1 0.07
C 3.25831 2.14892 0.03100 0.0 0.0 0.0 -0.09
Cl 3.52024 3.81321 -0.26539 0.0 0.0 0.0 0.09
C 4.30376 1.22404 -0.07932 -0.1 0.0 0.0 -0.05
Cl 5.86189 1.76020 -0.52435 0.1 0.0 0.0 0.10
C 4.08435 -0.13719 0.17009 0.0 0.1 0.0 -0.07
Cl 5.34973 -1.27615 0.03652 0.0 -0.1 0.0 0.09
N -0.18490 -3.77669 8.04467 0.0 0.0 0.0 -0.77
C 0.40221 -2.87530 7.20890 0.1 0.1 -0.1 0.22
C 0.96103 -3.29037 5.98640 0.0 -0.1 0.0 -0.28
C 1.50092 -2.37292 5.11491 0.1 0.0 0.1 -0.16
C 1.50306 -1.02564 5.46289 0.0 0.3 -0.3 -0.37
C 0.96680 -0.59004 6.66971 0.0 0.0 0.0 -0.15
C 0.42923 -1.51035 7.54143 0.0 -0.1 0.0 -0.28
S 1.96369 0.16205 4.27092 0.1 -0.2 0.2 2.33
O 2.00141 1.46718 4.86290 -0.2 0.0 0.0 -0.93
O 3.05395 -0.28385 3.46568 -0.2 -0.2 0.0 -0.91
N 0.59808 0.13080 3.25746 1.1 0.3 1.6 -0.87
C -0.31592 1.12217 3.26626 -0.3 0.9 0.9 0.24
S -0.44432 2.57839 4.17105 -0.2 -0.1 -0.2 0.54
C -1.82650 3.00101 3.20118 0.1 -0.1 -0.1 -0.42
C -2.07136 2.08008 2.25020 -0.2 0.2 0.1 -0.03
N -1.23202 0.98943 2.30679 -0.2 0.0 0.3 -0.57
H -0.03730 -4.75923 7.90000 0.0 0.0 0.0 0.40
H -0.42241 -3.49332 8.97825 0.0 0.0 0.0 0.40
H 0.96915 -4.34467 5.73808 0.0 0.0 0.0 0.22
H 1.94120 -2.68209 4.17425 0.0 -0.1 0.0 0.24
H 0.99405 0.46474 6.91056 0.0 0.0 0.0 0.25
H 0.02313 -1.18370 8.49056 0.0 0.0 0.0 0.22
H -2.36939 3.91399 3.38306 0.0 0.0 0.0 0.27
H -2.86152 2.11938 1.51700 0.0 0.0 0.0 0.23
```
Positions in Å, forces in eV/Å.

Summary:
<S²>: 0.7818
HOMO level (spin up / spin down): -0.3999 / -0.4002 Ha
spin multiplicity: 2
total charge: +1
E_LUMO (spin up / spin down): -4.0 / -3.5 eV
ΔE to the lowest compared entry with this formula, charge and spin: 8.1 kcal per mole

***

Record 4
Molecular formula: C18H14Cl5NO2PdSe2Te2
Method: DFT, ωB97M-V with the def2-TZVPD basis set

XYZ file:
```
45
Properties=species:S:1:pos:R:3:forces:R:3:nbo_charge:R:1
Pd 0.61489 -0.07592 -0.33743 -0.4 0.3 -0.1 0.75
Se 3.20793 -0.31613 -0.31266 0.1 0.0 0.3 -0.16
Te 4.54816 1.76501 -0.29984 0.0 -0.1 0.0 -0.48
Te 2.54277 1.67112 3.11107 0.0 -0.2 -0.1 -0.45
Se 1.93551 -0.36754 1.87187 0.3 0.2 -0.1 -0.07
C 0.31705 4.61149 1.70980 0.0 0.1 0.0 -0.61
C 0.99261 4.60449 0.33337 0.0 0.1 0.1 -0.17
C 0.29215 5.58771 -0.61509 0.0 0.0 0.0 -0.58
C 2.47858 4.95119 0.46126 0.0 0.0 0.0 -0.60
C 0.85509 3.26274 -0.24657 0.1 -0.1 -0.2 0.40
N 0.72458 2.25097 -0.76977 -0.1 -0.2 0.2 -0.39
H 0.41278 5.61058 2.14315 0.0 0.0 0.0 0.19
H 0.79790 3.88839 2.36943 0.0 0.0 0.0 0.26
H -0.74083 4.35739 1.63162 0.0 0.0 0.0 0.22
H 0.34828 6.59172 -0.18809 0.0 0.0 0.0 0.20
H -0.75764 5.32387 -0.74912 0.0 0.0 0.0 0.21
H 0.77745 5.59651 -1.59153 0.0 0.0 0.0 0.21
H 2.56652 5.95354 0.89068 0.0 0.0 0.0 0.19
H 2.96901 4.92882 -0.51188 0.0 0.0 0.0 0.22
H 2.98693 4.23099 1.10175 0.0 0.0 0.0 0.27
Cl -1.32192 1.34809 2.18972 0.0 0.0 0.0 0.00
C -2.26873 0.59254 0.93176 0.1 0.0 0.0 -0.08
C -1.60140 0.05387 -0.15929 0.2 0.0 -0.1 -0.36
C -2.41463 -0.49851 -1.14221 0.1 0.0 0.0 0.03
Cl -1.64769 -1.15520 -2.56565 0.0 0.0 0.0 0.00
C -3.80075 -0.55236 -1.04985 0.0 0.1 0.1 -0.14
Cl -4.76470 -1.26624 -2.30135 0.0 0.0 0.0 0.00
C -4.42536 -0.01662 0.07450 0.0 0.0 0.0 -0.10
Cl -6.14975 -0.07616 0.22203 -0.1 0.0 0.0 0.00
C -3.65393 0.56831 1.07358 0.0 0.0 -0.1 -0.10
Cl -4.43588 1.25065 2.46232 0.0 0.0 0.1 0.00
O 1.16444 -2.66842 -2.29798 0.0 0.0 -0.1 -0.70
C 0.82397 -3.00119 -1.16374 0.1 0.0 -0.1 0.74
O 0.54994 -2.24919 -0.17664 0.0 -0.2 0.2 -0.77
C 0.69411 -4.48746 -0.85902 0.0 -0.1 0.0 -0.04
C 0.72638 -4.95644 0.44955 -0.1 0.0 0.0 -0.21
C 0.61683 -6.31515 0.71031 0.0 0.0 0.0 -0.23
C 0.45072 -7.21545 -0.33424 0.0 0.0 0.0 -0.24
C 0.40725 -6.75014 -1.64231 0.0 0.0 0.0 -0.22
C 0.54039 -5.39349 -1.90160 0.1 0.0 0.0 -0.22
H 0.82566 -4.23432 1.24959 0.0 0.0 0.0 0.24
H 0.65219 -6.67274 1.73322 0.0 0.0 0.0 0.20
H 0.35522 -8.27617 -0.12956 0.0 0.0 0.0 0.19
H 0.27195 -7.44704 -2.46212 0.0 0.0 0.0 0.19
H 0.53596 -5.00814 -2.91298 0.0 0.0 0.0 0.23
```
Positions in Å, forces in eV/Å.

Summary:
<S²>: 2.0208
HOMO level (spin up / spin down): -0.0323 / -0.0514 Ha
spin multiplicity: 3
total charge: -2
E_LUMO (spin up / spin down): 4.1 / 4.0 eV
ΔE to the lowest compared entry with this formula, charge and spin: 4.6 kcal per mole

***

Record 5
Molecular formula: C18H14F6N4O4SbZn
Method: DFT, ωB97M-V with the def2-TZVPD basis set

XYZ file:
```
48
Properties=species:S:1:pos:R:3:forces:R:3:nbo_charge:R:1
Zn 12.05898 12.06481 6.62349 0.5 0.4 -0.4 1.74
O 15.44064 14.55896 7.81946 -0.8 -0.7 0.2 -0.62
C 14.48673 13.69053 7.48766 0.6 1.0 -0.5 0.79
O 13.28782 13.83010 7.64590 0.7 -0.3 0.3 -0.63
C 15.05571 12.55394 6.70342 -0.2 -0.1 -0.6 0.09
C 16.33765 12.47965 6.19648 0.4 1.6 1.4 -0.15
C 16.71466 11.41395 5.44340 -0.2 -0.5 -0.6 -0.13
C 15.79317 10.46496 5.07987 -1.4 -0.6 -0.1 -0.17
C 14.47438 10.68868 5.50847 0.3 -0.9 -0.5 0.08
N 14.14278 11.67503 6.32791 -0.6 -0.1 -0.2 -0.52
C 13.25182 9.90302 5.05606 -1.6 1.5 1.4 0.80
O 13.20850 9.30171 3.92018 0.0 -0.7 -0.1 -0.56
O 12.21355 10.01235 5.70654 0.6 0.1 0.1 -0.67
H 15.06425 15.29081 8.32889 -0.1 0.3 0.0 0.53
H 17.04401 13.27520 6.42437 -0.1 -0.2 0.0 0.27
H 17.69414 11.35838 5.06970 1.2 -0.1 -0.3 0.26
H 16.05247 9.59189 4.46124 -0.1 0.6 0.3 0.25
H 14.07570 9.30369 3.54051 1.0 -0.2 -1.0 0.50
F 11.76043 12.55776 4.46034 -0.1 -0.3 0.5 -0.72
Sb 9.91131 13.19936 4.66791 2.1 -0.5 -0.9 3.16
F 9.69037 11.53066 5.67344 0.3 0.8 0.0 -0.71
F 10.40736 14.74507 3.73916 -0.1 -0.4 0.5 -0.63
F 8.28236 13.83520 5.09893 -1.4 0.5 0.8 -0.63
F 10.84190 13.81251 6.38050 -0.8 -0.6 -0.9 -0.73
F 9.37204 12.25370 3.14663 0.2 0.2 0.4 -0.64
C 10.56909 12.36358 10.66830 1.3 0.7 -0.9 -0.23
C 11.38423 12.54605 9.54924 -0.5 0.2 -0.2 0.16
N 11.17231 11.82991 8.43007 0.3 0.0 -0.3 -0.64
C 10.22994 10.90622 8.41088 -0.5 -0.9 0.5 0.17
C 9.39653 10.64146 9.53626 -0.9 -0.9 -2.6 -0.11
C 9.52095 11.51917 10.62299 -0.7 -1.4 -0.1 -0.06
C 8.27114 9.71752 9.24946 2.2 1.0 0.1 -0.01
C 7.97076 8.77072 8.28478 0.6 -0.6 -1.5 -0.02
C 8.83701 8.05265 7.28377 -2.5 -0.8 0.0 0.14
C 8.10180 7.55122 6.15847 0.9 1.0 1.0 -0.17
C 8.78176 6.79349 5.23120 0.5 -0.1 -1.0 0.08
N 10.06615 6.48028 5.38476 -0.6 0.5 0.0 -0.33
C 10.66511 7.02118 6.44761 -0.5 0.1 0.3 0.28
N 10.12092 7.73699 7.42346 0.4 0.7 0.2 -0.42
H 10.80862 12.95155 11.50586 -0.1 0.7 1.0 0.26
H 12.10148 13.37947 9.49149 -0.2 -0.8 0.1 0.26
H 10.02520 10.39340 7.46193 0.4 0.2 0.5 0.25
H 8.82130 11.48037 11.41574 -0.5 -0.1 0.8 0.25
H 7.43146 9.85927 9.82657 -1.6 0.5 1.9 0.23
H 6.84741 8.56451 8.22733 1.8 0.1 -0.2 0.27
H 7.12813 7.93054 5.97199 -0.9 -0.1 -0.1 0.24
H 8.33196 6.51154 4.27638 -0.1 -0.2 0.5 0.24
H 11.70818 6.85394 6.49128 0.9 -0.2 0.4 0.20
```
Positions in Å, forces in eV/Å.

Summary:
<S²>: 0.7847
HOMO level (spin up / spin down): -0.5848 / -0.5835 Ha
spin multiplicity: 2
total charge: +2
E_LUMO (spin up / spin down): -7.5 / -10.4 eV
ΔE to the lowest compared entry with this formula, charge and spin: 27.9 kcal per mole

***

Record 6
Molecular formula: C18H14IrN3O4
Method: DFT, ωB97M-V with the def2-TZVPD basis set

XYZ file:
```
40
Properties=species:S:1:pos:R:3:forces:R:3:nbo_charge:R:1
Ir 0.72730 0.23684 1.42682 -0.2 0.3 -0.2 0.75
O -0.55072 1.84818 1.73947 0.2 0.2 0.0 -0.58
C -0.93028 2.65763 0.87842 -0.1 -0.1 0.0 0.43
C -0.78528 2.61303 -0.53908 0.0 0.0 0.0 -0.35
C -1.31816 3.71789 -1.23057 0.0 0.0 0.0 -0.10
C -1.25216 3.79199 -2.58930 0.0 0.0 0.0 -0.02
C -0.64591 2.75959 -3.34046 0.0 0.0 0.0 -0.15
C -0.12782 1.67845 -2.70618 0.0 0.0 0.0 -0.30
C -0.17055 1.53053 -1.27395 0.1 0.1 0.0 0.48
O 0.31906 0.48923 -0.75759 0.0 -0.2 0.1 -0.69
N -1.81540 4.94376 -3.27380 0.0 0.0 0.0 0.52
O -2.33597 5.81675 -2.60108 0.0 0.0 0.0 -0.40
O -1.73421 4.97520 -4.48933 0.0 0.0 0.0 -0.40
H -1.48295 3.52633 1.26021 0.0 0.0 0.0 0.15
H -1.78848 4.52350 -0.68159 0.0 0.0 0.0 0.24
H -0.60644 2.85254 -4.41634 0.0 0.0 0.0 0.24
H 0.34220 0.87642 -3.25910 0.0 0.0 0.0 0.23
C 3.87215 -2.58560 0.85100 0.0 0.0 0.0 -0.23
C 3.19099 -3.76071 0.57876 0.0 0.0 0.0 -0.17
C 1.80991 -3.73938 0.59538 0.0 0.0 0.0 -0.21
C 1.13646 -2.56307 0.89201 0.0 0.0 0.0 0.16
N 1.81152 -1.42031 1.17128 0.0 -0.1 -0.1 -0.37
C 3.15362 -1.44303 1.13263 0.0 0.1 0.0 0.06
C -0.33900 -2.46735 0.90000 0.0 0.0 0.0 0.17
C -1.18089 -3.56454 0.74916 0.0 0.0 0.0 -0.21
C -2.54886 -3.37133 0.76005 0.0 0.0 0.0 -0.16
C -3.04960 -2.08714 0.92018 0.0 0.0 0.0 -0.24
C -2.15563 -1.04732 1.07551 0.0 0.0 0.0 0.08
N -0.83577 -1.23294 1.07311 0.1 -0.1 0.0 -0.44
H 4.95171 -2.54179 0.83803 0.0 0.0 0.0 0.23
H 3.72328 -4.67258 0.34611 0.0 0.0 0.0 0.23
H 1.25287 -4.63494 0.36596 0.0 0.0 0.0 0.22
H 3.63651 -0.50012 1.33553 0.0 0.0 0.0 0.23
H -0.77622 -4.55837 0.63191 0.0 0.0 0.0 0.22
H -3.21807 -4.21352 0.64695 0.0 0.0 0.0 0.23
H -4.11244 -1.89269 0.92996 0.0 0.0 0.0 0.23
H -2.48494 -0.02619 1.21817 0.0 0.0 0.0 0.22
C 1.86478 0.98879 2.65552 0.1 0.0 0.2 -0.59
H 2.72851 0.50042 3.12400 0.1 0.1 -0.2 0.14
H 1.72488 1.99585 3.06225 -0.2 -0.1 0.2 0.16
```
Positions in Å, forces in eV/Å.

Summary:
HOMO level: -0.2660 Ha
spin multiplicity: 1
E_LUMO: -0.7 eV
ΔE to the lowest compared entry with this formula, charge and spin: 2.0 kcal per mole

***

| no. | M (g/mol) | E_tot (Eh) |
| --- | --- | --- |
| 1 | 489.23 | -1615.52331 |
| 2 | 393.29 | -2272.37091 |
| 3 | 626.68 | -5180.20799 |
| 4 | 973.12 | -8667.41076 |
| 5 | 651.47 | -3832.65837 |
| 6 | 528.54 | -1263.76179 |